No. 1
A 6-piece molecular cluster, C53H79F2IN3O14S5Si overall, computed with wB97M-V/def2-TZVPD.

```
158
C53H79F2IN3O14S5Si wB97M-V/def2-TZVPD
C 7.058 -0.899 4.798
Si 6.338 -1.729 3.248
C 5.264 -3.157 3.872
C 5.361 -0.376 2.345
C 4.495 -0.891 1.174
C 3.660 0.222 0.556
F 4.534 1.219 0.250
F 3.109 -0.144 -0.603
N 2.661 0.794 1.491
C 1.616 0.143 1.925
N 0.688 0.584 2.833
I 0.403 2.596 3.031
C 0.913 -0.164 4.106
C 0.728 -1.672 3.881
O 1.448 -2.242 4.971
C -0.751 -2.113 4.014
C -1.037 -2.423 5.502
O -1.058 -3.572 5.879
O -1.235 -1.416 6.393
C 1.453 -2.146 2.587
C 1.124 -3.597 2.178
C 2.406 -4.273 1.668
O 3.057 -4.924 2.474
C 2.932 -4.139 0.267
C 4.304 -4.187 0.124
C 4.919 -4.116 -1.096
C 4.139 -3.991 -2.235
C 2.781 -3.927 -2.089
C 2.161 -4.011 -0.870
N 1.468 -1.161 1.479
C 0.479 -1.283 0.394
C -1.026 -1.060 0.699
C -1.888 -2.301 0.517
C -1.732 -3.191 -0.507
C -2.538 -4.286 -0.691
C -3.570 -4.492 0.186
C -3.739 -3.618 1.236
C -2.923 -2.536 1.408
C 7.791 -2.420 2.271
C 8.890 -2.886 2.992
C 9.958 -3.438 2.341
C 9.989 -3.561 0.974
C 8.932 -3.085 0.236
C 7.859 -2.535 0.897
H 7.695 -0.045 4.561
H 6.189 -0.558 5.376
H 7.570 -1.651 5.400
H 5.602 -3.375 4.891
H 4.201 -2.918 3.952
H 5.465 -4.039 3.260
H 6.040 0.419 2.025
H 4.692 0.082 3.093
H 5.189 -1.189 0.381
H 3.909 -1.778 1.406
H 2.839 1.747 1.805
H 0.326 0.206 4.943
H 1.969 -0.032 4.385
H 1.457 -3.206 4.901
H -1.030 -3.021 3.486
H -1.473 -1.331 3.743
H -1.450 -0.601 5.923
H 2.500 -2.203 2.925
H 0.877 -4.121 3.106
H 0.247 -3.703 1.530
H 4.919 -4.317 1.009
H 6.001 -4.190 -1.117
H 4.643 -3.952 -3.193
H 2.178 -3.843 -2.989
H 1.079 -3.974 -0.797
H 0.564 -2.227 -0.133
H 0.753 -0.537 -0.360
H -1.413 -0.328 -0.022
H -1.250 -0.647 1.684
H -0.945 -3.035 -1.244
H -2.338 -4.945 -1.522
H -4.228 -5.338 0.020
H -4.577 -3.809 1.900
H -3.118 -1.872 2.244
H 8.882 -2.807 4.072
H 10.796 -3.810 2.923
H 10.809 -4.018 0.432
H 8.894 -3.144 -0.845
H 7.033 -2.194 0.273
C -4.219 -0.124 -4.799
C -5.605 -0.767 -4.672
C -5.455 -2.014 -3.793
S -4.064 -1.691 -2.703
O -3.003 -2.619 -3.031
O -4.534 -1.521 -1.351
C -3.644 -0.092 -3.386
H -4.273 0.875 -5.229
H -3.586 -0.736 -5.446
H -6.291 -0.062 -4.198
H -6.022 -1.024 -5.645
H -6.342 -2.197 -3.191
H -5.222 -2.897 -4.386
H -2.564 0.047 -3.361
H -4.134 0.666 -2.776
C -1.507 6.356 2.855
C -0.383 7.165 2.191
C -0.741 7.317 0.707
S -2.533 7.255 0.616
O -2.920 6.070 -0.105
O -3.041 8.556 0.265
C -2.811 6.973 2.363
H -1.437 6.382 3.942
H -1.449 5.310 2.535
H -0.321 8.148 2.660
H 0.589 6.684 2.309
H -0.396 8.264 0.300
H -0.347 6.494 0.113
H -3.674 6.325 2.497
H -2.991 7.940 2.831
C -5.845 8.125 -1.517
C -6.655 9.208 -2.241
C -8.114 8.736 -2.288
S -8.342 7.673 -0.857
O -8.600 6.331 -1.315
O -9.204 8.326 0.095
C -6.651 7.761 -0.278
H -4.849 8.471 -1.254
H -5.739 7.250 -2.164
H -6.589 10.145 -1.683
H -6.271 9.397 -3.243
H -8.814 9.566 -2.229
H -8.316 8.143 -3.178
H -6.365 6.807 0.160
H -6.599 8.550 0.472
C 4.259 3.463 -2.510
C 4.406 4.878 -3.103
C 2.990 5.477 -3.234
S 2.023 4.681 -1.960
O 1.010 3.864 -2.576
O 1.707 5.651 -0.936
C 3.292 3.612 -1.336
H 5.215 3.053 -2.190
H 3.837 2.791 -3.260
H 5.004 5.493 -2.428
H 4.912 4.862 -4.066
H 2.983 6.552 -3.077
H 2.537 5.241 -4.195
H 2.846 2.674 -1.014
H 3.769 4.111 -0.492
C -4.897 -7.064 -2.960
C -3.746 -6.213 -3.511
C -4.004 -5.998 -5.006
S -5.784 -6.070 -5.221
O -6.107 -7.219 -6.022
O -6.279 -4.754 -5.547
C -6.173 -6.436 -3.513
H -4.904 -7.083 -1.870
H -4.800 -8.092 -3.314
H -3.731 -5.247 -3.003
H -2.778 -6.687 -3.345
H -3.644 -5.028 -5.344
H -3.561 -6.788 -5.609
H -7.037 -7.096 -3.468
H -6.395 -5.492 -3.015
```

gap between HOMO and LUMO = 6.8 eV
total charge = +1
E_tot = -164959.899 eV


No. 2
A 12-piece molecular cluster, C53H85N12O overall, computed with wB97M-V/def2-TZVPD.

```
151
C53H85N12O wB97M-V/def2-TZVPD
C 1.039 1.037 2.120
C -0.448 0.519 2.127
C -1.280 1.720 1.486
C -2.461 1.349 0.583
C -2.028 0.329 -0.448
C -1.531 -0.988 0.244
N -0.465 -0.715 1.241
O 0.453 -1.824 1.649
C -1.003 -1.899 -0.872
C -2.741 -1.659 0.788
C -1.077 0.152 3.532
H 1.344 1.387 1.134
H 1.810 0.363 2.494
H 0.894 1.924 2.737
H -0.739 2.503 0.954
H -1.915 2.217 2.219
H -2.996 2.176 0.116
H -3.233 0.872 1.185
H -1.157 0.760 -0.942
H -2.813 0.211 -1.196
H -0.070 -1.357 -1.030
H -1.648 -1.831 -1.748
H -0.722 -2.917 -0.603
H -3.214 -1.030 1.542
H -2.412 -2.538 1.343
H -3.517 -1.792 0.034
H -0.494 -0.577 4.094
H -2.121 -0.164 3.521
H -0.935 1.089 4.070
C -3.579 -6.234 5.109
C -3.312 -5.182 6.188
C -2.314 -4.085 5.791
C -0.982 -4.580 5.522
N 0.152 -4.946 5.275
H -4.140 -5.812 4.275
H -3.868 -7.230 5.446
H -2.615 -6.530 4.694
H -2.696 -5.675 6.940
H -4.213 -4.663 6.514
H -2.228 -3.320 6.563
H -2.575 -3.523 4.895
C 3.813 -6.472 -6.638
C 2.350 -6.550 -6.281
C 2.014 -5.274 -5.429
C 2.459 -5.361 -4.038
N 2.752 -5.363 -2.923
H 4.156 -5.784 -7.410
H 4.274 -7.404 -6.966
H 4.368 -6.126 -5.765
H 2.085 -7.496 -5.809
H 1.818 -6.575 -7.232
H 0.932 -5.166 -5.359
H 2.431 -4.387 -5.907
C 7.115 1.515 7.867
C 5.865 1.866 7.083
C 4.689 0.979 7.388
C 4.558 -0.298 6.646
N 4.416 -1.293 6.120
H 7.340 0.493 7.562
H 6.876 1.464 8.930
H 7.996 2.035 7.490
H 6.115 1.783 6.025
H 5.601 2.911 7.242
H 3.888 1.592 6.974
H 4.480 0.777 8.439
C 10.309 2.848 1.736
C 8.860 3.095 2.222
C 7.944 2.198 1.452
C 7.570 0.988 2.142
N 7.188 -0.002 2.655
H 10.626 3.450 0.885
H 10.588 1.806 1.575
H 10.929 3.312 2.502
H 8.682 4.147 2.001
H 8.761 2.905 3.291
H 8.281 1.870 0.469
H 7.068 2.779 1.163
C 3.641 0.212 -4.074
C 2.929 0.903 -2.937
C 3.193 2.486 -2.878
C 4.498 3.016 -2.829
N 5.624 3.404 -2.746
H 3.166 0.379 -5.041
H 3.619 -0.863 -3.901
H 4.688 0.514 -4.042
H 3.072 0.340 -2.015
H 1.878 0.768 -3.191
H 2.487 3.043 -2.264
H 2.926 2.877 -3.860
C -2.652 -7.637 -2.148
C -3.170 -7.925 -0.763
C -2.044 -8.671 0.106
C -0.852 -7.889 0.500
N 0.103 -7.303 0.740
H -1.699 -7.188 -1.868
H -3.332 -7.120 -2.825
H -2.427 -8.562 -2.679
H -4.057 -8.559 -0.754
H -3.412 -6.907 -0.459
H -1.593 -9.478 -0.470
H -2.569 -9.106 0.957
N -4.084 -3.604 -8.629
C -4.338 -4.648 -9.458
C -3.588 -5.766 -9.090
C -2.894 -5.480 -7.889
C -3.222 -4.115 -7.648
H -4.496 -2.689 -8.740
H -5.056 -4.522 -10.254
H -3.593 -6.740 -9.558
H -2.346 -6.247 -7.362
H -2.848 -3.523 -6.826
N -2.670 6.951 0.248
C -1.489 7.359 0.821
C -0.584 7.810 -0.075
C -1.328 7.821 -1.301
C -2.548 7.365 -1.064
H -3.550 6.658 0.648
H -1.282 7.044 1.833
H 0.475 8.008 0.008
H -0.973 8.151 -2.266
H -3.394 7.184 -1.711
N 2.160 8.019 7.291
C 3.214 7.231 6.788
C 2.759 6.258 6.009
C 1.353 6.269 6.201
C 1.033 7.435 6.915
H 2.265 8.856 7.846
H 4.230 7.571 6.919
H 3.383 5.573 5.454
H 0.549 5.612 5.902
H 0.107 7.911 7.204
N -3.621 1.725 -9.457
C -3.222 1.104 -8.307
C -4.087 1.274 -7.183
C -5.139 1.853 -7.787
C -4.826 2.194 -9.125
H -3.195 1.756 -10.372
H -2.263 0.638 -8.478
H -3.913 0.931 -6.174
H -6.025 2.217 -7.289
H -5.348 2.864 -9.792
N -8.421 6.600 1.055
C -8.275 6.337 2.376
C -7.709 5.169 2.581
C -7.627 4.552 1.373
C -8.269 5.387 0.452
H -8.797 7.386 0.546
H -8.482 7.232 2.944
H -7.547 4.728 3.554
H -7.355 3.518 1.215
H -8.487 5.255 -0.597
```

gap between HOMO and LUMO = 2.8 eV
total charge = -1
E_tot = -76256.269 eV
energy relative to the best compared isomer or geometry (same formula, charge and spin) = 776.7 kJ/mol


No. 3
A 7-piece molecular cluster, C54H103FI2N2O8S3 overall, computed with wB97M-V/def2-TZVPD.

```
173
C54H103FI2N2O8S3 wB97M-V/def2-TZVPD
C 4.327 -0.679 1.891
C 3.629 -0.711 0.493
C 2.751 -2.016 0.563
C 1.452 -1.846 1.361
C 0.656 -3.184 1.252
N -0.798 -2.928 1.270
C 4.605 -0.960 -0.689
C 5.951 -1.586 -0.223
C 6.822 -1.941 -1.465
S 6.616 -3.704 -1.877
O 2.684 0.347 0.383
C 3.011 1.531 -0.258
I 4.889 2.483 0.312
C 2.825 1.498 -1.813
O 1.904 2.435 -2.298
C 0.551 2.176 -2.115
F -0.090 2.746 -3.220
C 0.082 0.708 -2.073
C -0.228 0.074 -3.455
C 0.954 0.139 -4.476
I 0.630 1.397 -6.196
C -0.098 2.908 -0.911
C 0.532 4.276 -0.571
C 0.164 4.708 0.884
S 1.399 4.119 2.067
C 2.545 5.467 2.394
S 2.000 6.998 2.287
N 3.852 5.054 2.686
C 4.788 6.156 2.863
C 4.778 7.009 3.949
C 5.700 8.010 4.090
C 6.695 8.166 3.139
C 6.704 7.328 2.051
C 5.764 6.327 1.912
C 3.943 4.209 3.869
C 5.153 3.566 4.072
C 5.398 2.771 5.162
C 4.383 2.590 6.096
C 3.185 3.217 5.894
C 2.943 4.034 4.806
H 5.232 -0.070 1.906
H 3.641 -0.308 2.660
H 4.583 -1.704 2.175
H 2.450 -2.290 -0.462
H 3.343 -2.859 0.937
H 0.788 -1.090 0.932
H 1.607 -1.678 2.432
H 0.943 -3.900 2.029
H 0.890 -3.589 0.250
H -1.015 -2.248 0.546
H -1.303 -3.775 1.027
H 4.186 -1.691 -1.398
H 4.891 -0.074 -1.266
H 6.493 -0.770 0.275
H 5.812 -2.444 0.434
H 6.586 -1.273 -2.300
H 7.866 -1.738 -1.208
H 5.304 -3.729 -2.204
H 2.279 2.265 0.093
H 3.801 1.785 -2.226
H 2.684 0.456 -2.123
H -0.893 0.719 -1.565
H 0.708 0.027 -1.487
H -1.079 0.578 -3.922
H -0.495 -0.979 -3.314
H 1.080 -0.870 -4.880
H 1.918 0.418 -4.053
H -0.109 2.268 -0.015
H -1.148 3.100 -1.167
H 0.110 5.009 -1.268
H 1.625 4.268 -0.628
H -0.025 5.781 0.955
H -0.766 4.178 1.133
H 3.998 6.857 4.695
H 5.665 8.652 4.966
H 7.459 8.932 3.238
H 7.473 7.407 1.285
H 5.812 5.656 1.056
H 5.952 3.720 3.348
H 6.389 2.334 5.251
H 4.578 1.951 6.953
H 2.394 3.051 6.624
H 1.986 4.531 4.666
C -0.847 -5.926 4.918
C -1.642 -5.380 3.743
O -2.980 -5.845 3.695
C -3.799 -5.512 4.801
C -3.972 -4.016 5.003
H -0.895 -7.016 4.943
H 0.197 -5.619 4.845
H -1.235 -5.559 5.870
H -1.172 -5.716 2.815
H -1.618 -4.286 3.724
H -3.422 -5.988 5.713
H -4.774 -5.957 4.598
H -3.033 -3.535 5.281
H -4.693 -3.822 5.799
H -4.322 -3.542 4.085
C -5.170 -3.460 -2.775
C -4.098 -2.393 -2.922
O -3.788 -2.077 -4.267
C -4.849 -1.558 -5.049
C -5.415 -0.250 -4.520
H -4.906 -4.350 -3.348
H -5.290 -3.735 -1.727
H -6.137 -3.111 -3.139
H -3.170 -2.762 -2.481
H -4.369 -1.487 -2.369
H -5.641 -2.306 -5.167
H -4.435 -1.386 -6.043
H -5.909 -0.385 -3.556
H -6.150 0.154 -5.216
H -4.619 0.483 -4.380
C -1.132 3.307 5.841
C -1.286 4.745 5.375
O -1.682 4.864 4.023
C -2.929 4.295 3.672
C -4.110 4.903 4.409
H -0.465 2.757 5.174
H -0.725 3.277 6.854
H -2.089 2.783 5.854
H -0.319 5.246 5.448
H -1.973 5.297 6.026
H -2.901 3.207 3.806
H -3.052 4.474 2.603
H -4.072 4.687 5.478
H -5.046 4.500 4.021
H -4.116 5.988 4.293
C 0.056 0.225 -13.062
C -0.096 -0.875 -12.024
O 0.760 -0.727 -10.907
C 0.587 0.451 -10.139
C -0.795 0.582 -9.522
H 1.099 0.326 -13.365
H -0.550 0.003 -13.941
H -0.268 1.192 -12.673
H 0.169 -1.830 -12.479
H -1.138 -0.963 -11.698
H 0.831 1.336 -10.738
H 1.328 0.403 -9.340
H -1.567 0.708 -10.285
H -0.837 1.448 -8.863
H -1.046 -0.311 -8.948
C -2.564 -8.936 2.100
C -1.447 -9.361 3.037
O -0.865 -10.611 2.708
C -0.252 -10.696 1.436
C 0.903 -9.725 1.248
H -3.319 -9.720 2.019
H -3.036 -8.023 2.464
H -2.189 -8.738 1.093
H -1.853 -9.477 4.043
H -0.675 -8.586 3.100
H -0.998 -10.570 0.643
H 0.124 -11.716 1.350
H 0.563 -8.688 1.251
H 1.400 -9.908 0.294
H 1.631 -9.835 2.053
C -6.789 1.963 -1.402
C -6.937 2.931 -0.239
O -6.018 2.701 0.814
C -4.649 2.820 0.482
C -4.261 4.206 -0.009
H -6.830 0.931 -1.050
H -7.585 2.121 -2.131
H -5.836 2.096 -1.918
H -7.929 2.811 0.198
H -6.872 3.969 -0.584
H -4.365 2.052 -0.247
H -4.091 2.601 1.394
H -4.735 4.443 -0.963
H -3.180 4.270 -0.151
H -4.570 4.968 0.709
```

SMILES = C[C@](CCCN)(CCCS)O[C@@H](I)CO[C@@](F)(CCCI)CCCSC(=S)N(c1ccccc1)c1ccccc1.CCOCC.CCOCC.CCOCC.CCOCC.CCOCC.CCOCC
gap between HOMO and LUMO = 8.4 eV
total charge = 0
E_tot = -128449.223 eV